C2H2O4Tb | ωB97M-V/def2-TZVPD

Cartesian coordinates (Å):
O: 2.5122 1.0725 0.3706
C: 1.5614 0.4951 0.8438
O: 1.2966 0.0471 1.9346
O: 0.2280 0.2003 -0.4739
C: -0.9964 -0.4267 -0.0444
O: -1.8264 -0.5258 -1.1273
Tb: -0.5912 0.3724 -2.6589
H: -1.4403 0.1859 0.7704
H: -0.7439 -1.4208 0.3852

## Properties
- charge = 0
- F_max (eV/Å) = 3.9
- spin multiplicity = 8
- E_tot (eV) = -32728.8103

=====

C2H2OP2 | ωB97M-V/def2-TZVPD

Cartesian coordinates (Å):
C: -0.4357 -1.1547 -0.0089
O: 0.8947 -1.0331 0.0630
P: 1.6297 0.3882 -0.0022
C: 0.1585 1.2667 0.0037
P: -1.3673 0.2877 0.0196
H: -0.9333 -2.0453 -0.1894
H: 0.0534 2.2904 0.1144

## Properties
- relative energy (zero: lowest compared OMol25 entry of this formula, charge and spin) (kcal/mol) = 0.0
- charge = 0
- F_max (eV/Å) = 3.3
- E_tot (eV) = -22730.1833
- SMILES = c1opcp1

=====

C2H2OS | ωB97M-V/def2-TZVPD

Cartesian coordinates (Å):
C: -0.3806 0.2917 1.1473
C: -0.4216 0.9761 2.1339
O: 0.8284 -1.2471 -2.1737
S: -0.4863 -1.6842 -1.2974
H: -0.4358 1.9317 2.4995
H: 0.8959 -0.2681 -2.3098

## Properties
- relative energy (zero: lowest compared OMol25 entry of this formula, charge and spin) (kcal/mol) = 153.6
- charge = 0
- F_max (eV/Å) = 3.8
- E_tot (eV) = -14981.0491